75
Properties=species:S:1:pos:R:3:lowdin_charge:R:1 method="wB97M-V/def2-TZVPD" orbital_gap_ev=8.622 e_tot_ev=-167112.5526 charge=+1
C -0.63 1.99 4.68 -0.112
C -0.78 2.94 3.49 -0.718
Br 0.27 4.55 3.81 0.829
C -2.21 3.41 3.21 -0.158
N -3.23 2.35 3.43 -0.039
C -4.38 2.67 4.06 0.022
C -5.37 1.71 4.28 0.016
C -5.16 0.42 3.84 0.010
C -3.99 0.10 3.17 0.014
C -3.05 1.10 2.99 -0.024
H -0.53 0.97 4.31 0.082
H -1.53 1.99 5.29 0.081
H 0.24 2.22 5.28 0.071
H -0.37 2.50 2.59 0.065
H -2.45 4.23 3.88 0.105
H -2.32 3.74 2.18 0.142
H -4.51 3.68 4.39 0.148
H -6.27 2.00 4.79 0.127
H -5.90 -0.35 4.01 0.131
H -3.76 -0.89 2.81 0.126
H -2.14 0.87 2.47 0.148
C 3.14 1.72 0.49 -0.044
C 3.13 2.00 2.00 -0.423
C 3.44 3.42 2.48 -0.333
F 4.68 3.80 2.14 0.109
F 3.35 3.45 3.84 0.064
F 3.90 1.11 2.64 0.149
F 1.83 1.76 2.40 0.064
O 4.30 1.11 -0.08 0.036
C 5.38 1.89 -0.46 -0.529
C 6.64 1.55 0.34 -0.285
F 6.41 1.70 1.66 0.106
F 7.62 2.39 -0.03 0.112
F 5.09 3.20 -0.43 0.162
F 5.65 1.58 -1.75 0.140
H 2.38 0.96 0.34 0.139
H 2.82 2.59 -0.09 0.152
H 2.72 4.13 2.08 0.140
H 6.94 0.52 0.15 0.179
C -4.79 -3.27 -0.68 -0.031
C -6.08 -2.89 -1.43 -0.445
C -6.00 -2.71 -2.94 -0.304
F -5.14 -1.72 -3.27 0.097
F -7.23 -2.37 -3.40 0.109
F -6.62 -1.79 -0.85 0.128
F -6.94 -3.92 -1.23 0.112
O -4.06 -2.23 -0.04 0.036
C -3.12 -1.50 -0.70 -0.553
C -3.51 -0.02 -0.81 -0.299
F -4.69 0.14 -1.42 0.115
F -2.58 0.66 -1.51 0.108
F -2.80 -2.01 -1.89 0.173
F -2.00 -1.52 0.07 0.132
H -5.13 -3.89 0.15 0.149
H -4.14 -3.91 -1.28 0.151
H -5.69 -3.64 -3.43 0.177
H -3.58 0.41 0.20 0.149
C 4.13 -2.66 -5.28 -0.037
C 4.21 -3.92 -4.41 -0.445
C 2.90 -4.59 -3.99 -0.305
F 2.14 -3.77 -3.25 0.091
F 3.19 -5.68 -3.24 0.100
F 4.98 -3.68 -3.33 0.136
F 4.86 -4.86 -5.17 0.107
O 4.24 -1.40 -4.64 0.057
C 3.17 -0.76 -4.10 -0.543
C 3.32 -0.60 -2.58 -0.277
F 3.47 -1.80 -1.98 0.106
F 2.19 -0.02 -2.08 0.088
F 2.00 -1.34 -4.43 0.150
F 3.15 0.49 -4.61 0.149
H 5.01 -2.71 -5.92 0.151
H 3.27 -2.70 -5.95 0.148
H 2.34 -4.92 -4.87 0.173
H 4.18 0.02 -2.36 0.143

56
Properties=species:S:1:pos:R:3:lowdin_charge:R:1 method="wB97M-V/def2-TZVPD" orbital_gap_ev=5.877 e_tot_ev=-115033.0489 charge=+1
F 1.05 -1.01 6.43 0.110
C 1.02 -1.60 5.17 -0.409
F 1.54 -0.68 4.25 0.095
F 1.90 -2.71 5.19 0.094
C -0.41 -2.07 4.69 -0.195
C -0.80 -3.54 5.23 -0.099
C -2.17 -3.90 4.47 -0.163
N -3.25 -3.02 5.02 0.030
C -2.83 -1.66 4.64 -0.301
N -3.68 -0.87 4.00 -0.235
Br -3.15 0.89 3.57 0.917
N -1.50 -1.10 4.98 0.039
H -0.35 -2.18 3.55 0.173
H -0.02 -4.33 4.99 0.134
H -1.03 -3.48 6.34 0.134
H -2.48 -4.99 4.58 0.140
H -1.98 -3.69 3.36 0.142
H -3.33 -3.09 6.04 0.141
H -4.63 -1.22 3.76 0.149
H -1.50 -0.78 5.96 0.155
F -3.36 0.09 0.57 -0.021
C -2.49 0.86 -0.11 -0.320
C -1.14 0.55 -0.08 -0.034
C -0.24 1.35 -0.79 -0.081
C -0.71 2.44 -1.51 -0.078
C -2.06 2.74 -1.53 -0.060
C -2.96 1.94 -0.83 -0.016
H -0.79 -0.30 0.50 0.109
H 0.82 1.11 -0.77 0.112
H -0.01 3.06 -2.06 0.093
H -2.42 3.59 -2.09 0.113
H -4.03 2.15 -0.85 0.119
F 1.14 5.93 -2.75 0.058
C 2.13 5.18 -3.25 -0.294
C 2.59 5.43 -4.53 -0.013
C 3.63 4.66 -5.05 -0.076
C 4.19 3.64 -4.28 -0.095
C 3.72 3.40 -2.99 -0.085
C 2.69 4.18 -2.47 -0.036
H 2.14 6.22 -5.12 0.119
H 4.00 4.85 -6.05 0.108
H 5.00 3.04 -4.68 0.102
H 4.15 2.61 -2.40 0.103
H 2.31 4.01 -1.47 0.111
F 0.50 0.37 -3.62 0.060
C 0.64 -0.96 -3.55 -0.291
C 1.87 -1.54 -3.82 -0.015
C 2.01 -2.92 -3.74 -0.079
C 0.92 -3.71 -3.39 -0.098
C -0.31 -3.12 -3.12 -0.087
C -0.45 -1.74 -3.19 -0.023
H 2.70 -0.91 -4.10 0.117
H 2.97 -3.38 -3.94 0.107
H 1.03 -4.79 -3.32 0.102
H -1.16 -3.74 -2.85 0.103
H -1.40 -1.26 -2.97 0.114

58
Properties=species:S:1:pos:R:3:lowdin_charge:R:1 method="wB97M-V/def2-TZVPD" relative_energy_kcal_mol=4.1 orbital_gap_ev="2.293 / 2.293" e_tot_ev=-118601.0795 charge=+3
Pd 1.06 0.10 0.13 0.853
Cl -0.28 2.48 1.38 0.842
C 1.31 2.24 1.95 -0.654
C 2.02 1.09 1.46 -0.282
C 3.32 0.82 1.98 -0.686
Cl 4.11 -0.60 1.47 0.875
C 3.94 1.71 2.83 -0.673
Cl 5.51 1.45 3.38 0.872
C 3.24 2.90 3.24 -0.599
Cl 3.98 3.99 4.23 0.990
C 1.90 3.15 2.79 -0.690
Cl 1.08 4.54 3.30 0.860
C 5.27 1.33 -1.08 0.008
O 3.81 1.47 -0.89 -0.274
P 2.68 0.53 -1.36 0.579
O 1.93 1.15 -2.57 -0.232
C 1.48 2.54 -2.69 -0.007
O 3.35 -0.77 -1.84 -0.242
C 2.76 -1.82 -2.68 0.013
H 5.61 2.28 -1.48 0.111
H 5.48 0.52 -1.77 0.101
H 5.71 1.14 -0.11 0.072
H 0.93 2.58 -3.63 0.111
H 2.34 3.19 -2.73 0.103
H 0.82 2.79 -1.86 0.081
H 3.35 -2.71 -2.48 0.109
H 2.85 -1.52 -3.72 0.113
H 1.72 -1.97 -2.40 0.068
O -0.11 -0.73 -1.37 -0.670
S -1.47 -1.41 -1.53 1.082
C -2.71 -0.09 -1.39 -0.269
C -4.08 -0.70 -1.45 -0.307
C -4.47 -1.45 -2.57 -0.049
C -5.72 -2.02 -2.62 -0.041
C -6.61 -1.85 -1.55 -0.029
C -6.23 -1.09 -0.44 -0.049
C -4.98 -0.52 -0.39 -0.058
C -1.70 -2.29 0.05 -0.228
C -1.10 -1.57 1.22 -0.260
C 0.27 -1.71 1.51 -0.093
C 0.81 -1.15 2.70 -0.056
C -0.02 -0.46 3.58 -0.051
C -1.36 -0.29 3.27 -0.016
C -1.89 -0.84 2.10 0.014
H -2.50 0.56 -2.24 0.114
H -2.53 0.46 -0.46 0.087
H -3.79 -1.57 -3.42 0.116
H -6.02 -2.60 -3.49 0.122
H -7.59 -2.29 -1.59 0.121
H -6.93 -0.94 0.37 0.119
H -4.70 0.09 0.46 0.106
H -1.20 -3.25 -0.11 0.114
H -2.77 -2.47 0.17 0.118
H 0.88 -2.41 0.95 0.136
H 1.83 -1.39 2.97 0.108
H 0.38 -0.08 4.52 0.133
H -2.01 0.23 3.96 0.137
H -2.96 -0.76 1.92 0.126

57
Properties=species:S:1:pos:R:3:lowdin_charge:R:1 method="wB97M-V/def2-TZVPD" spin_multiplicity=4 orbital_gap_ev="6.935 / 6.965" s2=3.759 e_tot_ev=-109221.8311 charge=0
Co -1.57 -0.43 0.09 0.401
C 1.58 3.53 -4.27 -0.055
C 1.32 2.42 -3.29 -0.280
C 2.08 2.28 -2.12 -0.040
C 1.78 1.32 -1.18 -0.068
C 0.72 0.41 -1.35 -0.256
N 0.36 -0.48 -0.34 -0.037
C 1.37 -1.11 0.37 -0.234
C 2.59 -1.41 -0.26 -0.026
C 3.64 -2.02 0.38 -0.045
C 3.55 -2.37 1.73 -0.300
C 4.70 -2.98 2.47 -0.052
C 2.35 -2.12 2.36 -0.037
C 1.26 -1.53 1.71 -0.131
N 0.08 -1.34 2.50 -0.052
C -0.14 -1.80 3.76 -0.052
C -1.33 -1.28 4.21 -0.035
C -1.80 -0.52 3.14 -0.160
N -0.96 -0.56 2.12 -0.020
C 0.00 0.53 -2.54 -0.119
C 0.27 1.54 -3.46 0.008
N -1.05 -0.38 -2.88 -0.060
C -1.41 -0.75 -4.12 -0.058
C -2.53 -1.54 -4.01 -0.046
C -2.78 -1.61 -2.63 -0.136
N -1.87 -0.92 -1.95 -0.003
H 2.64 3.80 -4.28 0.075
H 1.01 4.42 -4.02 0.082
H 1.31 3.23 -5.29 0.074
H 2.90 2.96 -1.94 0.116
H 2.36 1.27 -0.27 0.068
H 2.68 -1.15 -1.30 0.118
H 4.56 -2.22 -0.17 0.112
H 5.54 -3.17 1.80 0.073
H 4.42 -3.93 2.93 0.079
H 5.06 -2.32 3.27 0.078
H 2.28 -2.36 3.41 0.104
H 0.55 -2.46 4.25 0.116
H -1.79 -1.45 5.16 0.101
H -2.72 0.04 3.04 0.096
H -0.37 1.63 -4.33 0.115
H -0.84 -0.46 -4.98 0.125
H -3.08 -2.01 -4.80 0.097
H -3.56 -2.12 -2.10 0.071
I 3.14 1.53 2.88 0.760
C 1.10 1.99 3.27 -1.166
I 0.12 3.03 1.71 0.770
H 1.08 2.61 4.16 -0.046
H 0.57 1.06 3.43 -0.076
C -6.00 1.86 0.48 -0.104
O -5.57 0.50 0.53 -0.210
C -4.27 0.23 0.45 -1.246
S -3.84 -1.40 0.52 0.655
S -3.11 1.46 0.33 0.602
H -5.70 2.32 -0.46 0.080
H -5.58 2.42 1.31 0.079
H -7.08 1.82 0.55 0.093